Density functional theory data (ωB97M-V/def2-TZVPD) for a molecular structure, C46H67KN4O3 at a distorted geometry.

ORCA input file:
```
! wB97M-V def2-TZVPD RIJCOSX def2/J DEFGRID3
* xyz -2 1
K 0.364 -0.018 -0.312
C -2.286 -1.690 -0.248
N -2.550 -0.959 0.977
C -3.952 -0.620 1.067
C -2.105 -1.664 2.161
C -0.592 -1.771 2.335
N 0.164 -0.529 2.249
C -0.507 0.605 2.879
C 0.254 1.897 2.764
C 0.752 2.507 3.893
C 1.430 3.724 3.838
C 1.623 4.251 2.565
C 1.142 3.682 1.387
C 0.338 2.499 1.465
O -0.299 1.967 0.481
C 1.502 4.418 0.081
C 0.719 5.740 0.025
C 3.014 4.717 0.070
C 1.218 3.641 -1.211
C 1.856 4.443 5.117
C 2.557 3.476 6.086
C 0.607 5.009 5.816
C 2.809 5.613 4.845
C 1.519 -0.748 2.773
C 2.656 -0.097 2.025
C 3.568 0.708 2.667
C 4.732 1.151 2.034
C 4.895 0.781 0.706
C 3.997 -0.010 -0.007
C 2.863 -0.556 0.680
O 2.054 -1.423 0.197
C 4.354 -0.321 -1.472
C 4.756 0.970 -2.207
C 5.539 -1.303 -1.497
C 3.210 -0.944 -2.278
C 5.745 2.016 2.783
C 6.090 1.370 4.135
C 5.144 3.409 3.017
C 7.057 2.181 2.009
H -2.871 -2.629 -0.302
H -1.232 -1.929 -0.349
H -2.543 -1.072 -1.107
H -4.601 -1.519 1.075
H -4.226 0.005 0.218
H -4.145 -0.054 1.982
H -2.505 -2.700 2.185
H -2.522 -1.146 3.028
H -0.174 -2.452 1.585
H -0.450 -2.246 3.327
H -0.707 0.402 3.951
H -1.460 0.739 2.362
H 0.587 2.014 4.849
H 2.181 5.176 2.481
H 0.929 6.356 0.903
H -0.353 5.531 0.004
H 0.978 6.315 -0.871
H 3.306 5.424 0.850
H 3.304 5.143 -0.895
H 3.569 3.788 0.224
H 0.166 3.397 -1.310
H 1.781 2.705 -1.220
H 1.529 4.246 -2.069
H 1.876 2.692 6.421
H 2.917 4.013 6.969
H 3.409 2.999 5.600
H -0.114 4.215 6.018
H 0.123 5.750 5.177
H 0.876 5.488 6.765
H 3.687 5.286 4.286
H 3.144 6.042 5.794
H 2.310 6.402 4.278
H 1.712 -1.824 2.720
H 1.562 -0.455 3.836
H 3.354 1.009 3.690
H 5.775 1.135 0.183
H 5.660 1.423 -1.795
H 3.944 1.697 -2.143
H 4.942 0.753 -3.263
H 6.402 -0.892 -0.967
H 5.840 -1.528 -2.526
H 5.250 -2.236 -1.006
H 2.369 -0.252 -2.360
H 2.841 -1.839 -1.794
H 3.556 -1.193 -3.287
H 5.207 1.270 4.766
H 6.829 1.969 4.679
H 6.503 0.372 3.973
H 4.161 3.320 3.479
H 5.009 3.921 2.061
H 5.791 4.021 3.656
H 7.484 1.209 1.752
H 7.781 2.724 2.624
H 6.904 2.749 1.090
C 1.118 -4.002 -1.394
N 0.235 -2.949 -1.847
C 0.391 -2.550 -3.051
C -0.219 -1.419 -3.681
C -0.144 -1.153 -5.062
C -0.771 0.076 -5.260
C -1.156 0.503 -3.978
N -0.837 -0.384 -3.027
C 0.381 -5.272 -1.049
C 0.885 -6.513 -1.429
C 0.215 -7.688 -1.115
C -0.980 -7.641 -0.411
C -1.489 -6.407 -0.025
C -0.818 -5.236 -0.340
H 1.626 -3.622 -0.498
H 1.898 -4.233 -2.138
H 1.100 -3.089 -3.706
H 0.290 -1.798 -5.816
H -0.910 0.595 -6.199
H -1.644 1.436 -3.716
H 1.819 -6.558 -1.978
H 0.625 -8.641 -1.431
H -1.508 -8.556 -0.172
H -2.423 -6.361 0.524
H -1.221 -4.274 -0.050
O -2.725 2.134 -0.787
H -2.490 1.456 -1.437
H -1.923 2.161 -0.216
*
```

Values from the calculation:
LUMO energy (eV): 4.021
Energy above the lowest of the compared OMol25 structures with the same formula, charge and spin (eV): 0.843
HOMO (eV): -1.62
Gap between HOMO and LUMO (eV): 5.636

***

Density functional theory data (ωB97M-V/def2-TZVPD) for a molecular structure, C46H69F18HfN8O12S2 at a distorted geometry.

ORCA input file:
```
! wB97M-V def2-TZVPD RIJCOSX def2/J DEFGRID3
* xyz 3 1
Hf 14.817 8.837 19.687
C 11.948 13.578 29.287
F 11.614 14.392 30.335
F 12.016 12.382 29.724
F 10.987 13.616 28.280
S 12.780 9.939 32.264
O 13.875 10.825 32.494
O 12.274 9.446 30.988
N 13.677 10.247 18.817
S 19.271 13.779 14.562
O 16.625 9.830 19.668
O 18.088 14.388 15.414
C 18.830 12.731 19.153
F 14.042 9.134 21.223
F 17.882 11.908 19.800
F 19.692 11.677 18.811
C 19.387 17.287 21.495
C 20.611 16.758 22.193
C 20.968 15.503 21.361
C 20.338 14.669 19.475
N 19.721 13.485 19.750
H 19.448 18.081 20.742
H 18.892 17.755 22.302
H 18.645 16.536 21.158
H 20.588 16.570 23.251
H 21.507 17.394 22.167
H 20.741 14.474 21.649
H 21.919 15.561 20.856
C 23.295 10.215 22.054
C 22.745 9.530 23.273
C 21.660 10.487 24.047
C 20.414 10.393 23.296
N 19.462 10.199 22.664
H 23.553 9.580 21.221
H 24.187 10.752 22.345
H 22.512 10.837 21.597
H 23.476 9.222 23.981
H 22.187 8.651 22.985
H 22.010 11.527 23.995
H 21.466 10.184 25.054
C 20.674 6.245 21.238
C 19.303 6.370 20.532
C 18.278 6.476 21.651
C 16.888 6.596 21.096
N 16.017 7.007 20.480
H 21.428 6.039 20.475
H 20.524 5.360 21.944
H 20.834 7.128 21.829
H 19.119 5.402 19.936
H 19.193 7.192 19.772
H 18.459 7.387 22.251
H 18.374 5.658 22.350
C 12.341 3.352 16.119
C 13.220 4.194 17.142
C 12.705 5.634 16.844
C 13.377 6.694 17.611
N 13.929 7.585 18.110
H 11.729 2.713 16.725
H 12.966 2.710 15.464
H 11.656 3.939 15.600
H 14.325 4.055 16.952
H 13.042 3.957 18.187
H 11.595 5.834 16.910
H 13.044 5.802 15.842
C 9.453 13.382 18.658
C 8.813 14.302 17.619
C 7.383 14.735 18.033
C 7.551 15.627 19.201
N 7.684 16.233 20.166
H 10.503 13.206 18.524
H 9.053 12.414 18.847
H 9.413 13.991 19.622
H 8.766 13.765 16.666
H 9.464 15.225 17.478
H 6.876 13.884 18.361
H 6.823 15.263 17.264
C 25.131 8.435 15.796
C 25.398 9.046 17.194
C 25.178 8.073 18.307
C 23.800 8.124 18.721
N 22.733 7.984 19.102
H 24.914 9.184 15.037
H 24.281 7.695 15.915
H 26.018 7.924 15.401
H 24.874 9.991 17.339
H 26.434 9.403 17.243
H 25.841 8.364 19.197
H 25.420 7.066 18.006
C 20.042 19.324 10.498
C 20.602 18.289 9.543
C 19.508 17.702 8.743
C 18.362 17.129 9.483
N 17.392 16.728 9.924
H 20.839 19.954 10.811
H 19.575 18.854 11.359
H 19.225 19.784 9.988
H 21.397 17.558 9.972
H 21.244 18.786 8.817
H 19.751 16.923 7.986
H 18.973 18.504 8.262
C 16.562 13.742 31.764
C 15.216 14.618 31.580
O 14.338 13.912 30.546
C 14.128 14.363 29.469
O 13.173 14.002 28.666
C 15.204 15.144 28.776
F 16.335 14.883 29.382
F 15.353 14.637 27.445
F 15.110 16.501 28.756
H 16.967 13.558 30.749
H 16.383 12.899 32.438
H 17.311 14.387 32.269
H 15.447 15.596 31.141
H 14.642 14.939 32.450
C 17.493 19.859 14.013
C 17.809 19.995 15.476
O 19.118 19.281 15.807
C 18.970 18.296 16.714
O 18.133 18.086 17.511
C 20.050 17.242 16.454
F 20.738 16.973 17.624
F 19.479 16.116 16.081
F 21.029 17.410 15.520
H 18.356 20.316 13.607
H 16.674 20.527 13.719
H 17.406 18.849 13.658
H 17.015 19.535 16.034
H 18.007 21.043 15.728
C 22.052 11.090 12.704
C 21.945 11.556 11.190
O 22.821 10.777 10.393
C 24.088 11.203 10.370
O 24.529 12.160 10.981
C 24.792 10.246 9.464
F 26.087 10.593 9.303
F 24.789 8.983 9.926
F 24.227 10.285 8.234
H 21.721 10.064 12.671
H 21.399 11.646 13.480
H 23.119 11.121 12.974
H 22.243 12.573 11.171
H 20.980 11.392 10.780
C 29.827 7.106 20.696
C 29.968 8.122 19.545
O 29.834 9.512 20.043
C 28.598 9.966 20.219
O 27.657 9.270 20.154
C 28.591 11.495 20.602
F 29.085 11.621 21.833
F 29.258 12.210 19.722
F 27.349 11.929 20.656
H 28.848 7.069 21.099
H 30.599 7.261 21.497
H 30.007 6.144 20.252
H 29.134 8.047 18.795
H 30.890 8.124 18.984
*
```

Values from the calculation:
LUMO energy (eV): -10.922
HOMO (eV): -13.48
Gap between HOMO and LUMO (eV): 2.556

***

Density functional theory data (ωB97M-V/def2-TZVPD) for 3 unconnected molecules or ions with the total composition C46H69FN5O10P at a distorted geometry.

ORCA input file:
```
! wB97M-V def2-TZVPD RIJCOSX def2/J DEFGRID3
* xyz 0 1
C -0.012 5.906 0.114
C 0.305 4.886 0.959
C 0.228 3.393 0.512
C 1.345 2.835 -0.272
P 2.767 3.975 -0.588
N 4.085 3.272 -1.098
O 3.249 4.807 0.791
O 2.329 5.079 -1.799
C 1.189 1.413 -0.721
C 2.346 0.814 -1.615
C 3.551 0.261 -0.769
C 4.683 -0.383 -1.642
C 4.352 -1.275 -2.753
C 5.431 -1.872 -3.550
C 6.851 -1.611 -3.244
C 7.154 -0.710 -2.115
C 6.086 -0.110 -1.304
C 0.024 0.574 -0.368
C 0.102 -0.878 -0.897
C -1.042 -1.877 -0.577
N -0.809 -3.249 -1.086
C -0.740 -3.307 -2.575
C 0.642 -4.033 -2.950
C -1.954 -4.090 -0.713
C -3.452 -3.727 -1.032
O -1.746 -5.129 -0.126
C -1.065 1.172 0.469
N -2.152 0.384 0.840
C -3.046 1.016 1.581
F -4.125 0.287 2.011
C -2.935 2.448 1.949
C -4.098 3.036 2.839
C -5.535 2.849 2.198
C -6.334 4.200 2.052
N -7.577 3.879 1.270
C -7.242 3.990 -0.172
C -7.776 2.817 -1.061
C -7.015 2.551 -2.309
C -7.376 1.515 -3.263
C -8.556 0.677 -2.988
C -9.303 0.917 -1.755
C -8.946 1.982 -0.788
O -9.726 2.186 0.358
N -1.930 3.287 1.634
C -0.977 2.580 0.888
H 0.320 6.956 0.322
H -0.618 5.749 -0.819
H 0.581 5.181 2.005
H 4.345 3.607 -2.030
H 2.801 4.435 1.575
H 2.516 4.569 -2.614
H 2.633 1.659 -2.306
H 2.000 -0.006 -2.290
H 3.940 1.020 -0.048
H 3.136 -0.591 -0.144
H 3.309 -1.543 -3.034
H 5.230 -2.576 -4.396
H 7.643 -2.085 -3.868
H 8.217 -0.507 -1.844
H 6.327 0.552 -0.434
H 0.227 -0.826 -2.020
H 1.076 -1.326 -0.530
H -1.165 -1.931 0.546
H -2.021 -1.452 -0.955
H -0.836 -2.317 -3.091
H -1.540 -3.977 -3.009
H 0.475 -5.141 -2.905
H 1.019 -3.704 -3.962
H 1.360 -3.756 -2.134
H -4.165 -4.514 -0.696
H -3.628 -3.445 -2.104
H -3.676 -2.791 -0.433
H -4.033 2.515 3.839
H -3.868 4.123 3.042
H -5.435 2.330 1.209
H -6.119 2.163 2.874
H -5.743 5.040 1.609
H -6.656 4.516 3.080
H -7.732 2.889 1.475
H -7.632 4.951 -0.607
H -6.111 3.959 -0.266
H -6.124 3.192 -2.543
H -6.815 1.349 -4.208
H -8.836 -0.102 -3.731
H -10.179 0.242 -1.568
H -9.522 1.432 0.949
C 13.352 2.421 0.119
O 13.262 1.055 0.477
C 12.020 0.734 1.090
C 11.636 -0.707 0.797
O 11.137 -0.909 -0.524
C 12.098 -0.863 -1.578
C 13.035 -2.060 -1.600
O 14.049 -1.916 -0.615
C 14.584 -3.158 -0.203
H 13.327 3.054 1.011
H 14.299 2.570 -0.401
H 12.539 2.690 -0.564
H 11.227 1.400 0.735
H 12.144 0.864 2.172
H 10.807 -0.971 1.460
H 12.447 -1.402 1.021
H 12.645 0.080 -1.572
H 11.510 -0.883 -2.500
H 13.527 -2.124 -2.578
H 12.456 -2.975 -1.425
H 13.792 -3.810 0.180
H 15.292 -2.969 0.603
H 15.106 -3.645 -1.032
C -10.376 -4.570 2.567
O -9.129 -3.989 2.234
C -9.252 -2.958 1.263
C -8.166 -1.912 1.454
O -8.407 -1.030 2.550
C -8.224 -1.575 3.860
C -6.767 -1.835 4.212
O -6.313 -3.038 3.606
C -4.912 -3.047 3.417
H -10.808 -5.076 1.699
H -10.205 -5.299 3.360
H -11.063 -3.805 2.946
H -10.234 -2.477 1.327
H -9.140 -3.422 0.275
H -8.162 -1.272 0.566
H -7.173 -2.360 1.520
H -8.841 -2.461 4.009
H -8.600 -0.807 4.542
H -6.665 -1.950 5.297
H -6.160 -0.984 3.879
H -4.601 -2.189 2.811
H -4.647 -3.957 2.879
H -4.392 -3.036 4.380
*
```

Values from the calculation:
SMILES: C=Cc1c(P(=N)(O)O)c(CCc2ccccc2)c(CCN(CC)C(C)=O)c2nc(F)c(CCCNCc3ccccc3O)nc12.COCCOCCOC.COCCOCCOC
LUMO energy (eV): -1.104
HOMO (eV): -8.60
Gap between HOMO and LUMO (eV): 7.491

***

What molecular weight values result from the calculations? In sequence: 763.2, 1510.7, 902.1 g mol⁻¹.